{
  "formula": "C51H77F5N2O2",
  "method": "wB97M-V/def2-TZVPD",
  "smiles": "CCCCCCCCCCCCCCCO[C@](CCCO)([C@H](C)F)[C@@H](CCCCC)NN.Fc1ccccc1.Fc1ccccc1.Fc1ccccc1.Fc1ccccc1",
  "energy_ev": -74796.62701,
  "homo_ev": -8.3606,
  "orbital_gap_ev": 9.157,
  "lumo_ev": 0.80,
  "symbols": ["C", "C", "C", "C", "C", "C", "C", "C", "C", "C", "C", "C", "C", "C", "C", "O", "C", "C", "C", "C", "O", "C", "C", "F", "C", "C", "C", "C", "C", "C", "N", "N", "H", "H", "H", "H", "H", "H", "H", "H", "H", "H", "H", "H", "H", "H", "H", "H", "H", "H", "H", "H", "H", "H", "H", "H", "H", "H", "H", "H", "H", "H", "H", "H", "H", "H", "H", "H", "H", "H", "H", "H", "H", "H", "H", "H", "H", "H", "H", "H", "H", "H", "H", "H", "H", "H", "H", "H", "H", "F", "C", "C", "C", "C", "C", "C", "H", "H", "H", "H", "H", "F", "C", "C", "C", "C", "C", "C", "H", "H", "H", "H", "H", "F", "C", "C", "C", "C", "C", "C", "H", "H", "H", "H", "H", "F", "C", "C", "C", "C", "C", "C", "H", "H", "H", "H", "H"],
  "xyz": [[1.022, 5.437, -1.134], [0.370, 5.089, 0.221], [-0.729, 6.081, 0.646], [-1.927, 5.399, 1.324], [-2.731, 4.448, 0.432], [-3.496, 5.130, -0.706], [-2.655, 5.526, -1.951], [-3.263, 5.046, -3.264], [-2.384, 5.496, -4.451], [-1.298, 4.515, -4.861], [-1.796, 3.225, -5.542], [-0.572, 2.327, -5.871], [-0.780, 0.856, -5.495], [0.501, 0.017, -5.349], [1.713, 0.752, -4.811], [1.730, 1.115, -3.450], [1.277, 0.250, -2.430], [-0.266, 0.167, -2.354], [-0.981, 1.501, -2.522], [-2.488, 1.281, -2.595], [-2.936, 0.321, -1.634], [1.660, 1.053, -1.147], [3.144, 1.296, -0.948], [1.150, 0.433, -0.009], [1.935, -1.180, -2.286], [0.935, -2.367, -2.333], [0.298, -2.708, -0.975], [0.209, -4.217, -0.729], [-0.324, -4.433, 0.688], [-0.415, -5.934, 0.992], [3.006, -1.522, -3.206], [4.195, -0.796, -3.067], [0.455, 6.192, -1.671], [1.095, 4.552, -1.765], [2.035, 5.806, -1.008], [1.154, 5.158, 0.970], [0.033, 4.058, 0.225], [-1.032, 6.729, -0.170], [-0.296, 6.735, 1.402], [-2.557, 6.136, 1.818], [-1.490, 4.792, 2.121], [-2.072, 3.650, 0.105], [-3.478, 3.977, 1.073], [-4.359, 4.543, -1.014], [-3.889, 6.056, -0.285], [-1.673, 5.069, -1.842], [-2.534, 6.605, -1.967], [-4.247, 5.498, -3.390], [-3.379, 3.965, -3.310], [-1.877, 6.403, -4.114], [-2.960, 5.804, -5.322], [-0.652, 4.996, -5.599], [-0.639, 4.262, -4.031], [-2.333, 3.527, -6.438], [-2.461, 2.684, -4.868], [-0.435, 2.375, -6.950], [0.267, 2.791, -5.364], [-1.367, 0.414, -6.300], [-1.428, 0.794, -4.627], [0.764, -0.376, -6.329], [0.277, -0.855, -4.735], [2.604, 0.171, -5.069], [1.838, 1.662, -5.388], [-0.595, -0.251, -1.414], [-0.665, -0.470, -3.141], [-0.651, 2.056, -3.397], [-0.827, 2.159, -1.671], [-3.005, 2.214, -2.391], [-2.808, 0.961, -3.590], [-3.424, -0.368, -2.106], [1.212, 2.043, -1.195], [3.597, 1.573, -1.892], [3.640, 0.406, -0.580], [3.286, 2.147, -0.290], [2.365, -1.265, -1.294], [1.559, -3.222, -2.589], [0.211, -2.280, -3.139], [-0.715, -2.310, -0.944], [0.854, -2.240, -0.166], [1.192, -4.663, -0.855], [-0.536, -4.606, -1.424], [-1.306, -3.978, 0.790], [0.352, -3.961, 1.397], [-0.574, -6.081, 2.057], [0.504, -6.435, 0.698], [-1.239, -6.384, 0.442], [2.702, -1.659, -4.161], [4.993, -1.356, -3.322], [4.193, 0.107, -3.530], [-0.458, -7.990, 3.746], [0.048, -7.418, 4.855], [1.415, -7.423, 5.051], [1.934, -6.829, 6.192], [1.080, -6.248, 7.121], [-0.292, -6.256, 6.908], [-0.816, -6.841, 5.764], [2.060, -7.888, 4.317], [3.006, -6.820, 6.359], [1.485, -5.786, 8.013], [-0.957, -5.806, 7.633], [-1.881, -6.852, 5.575], [-2.941, -3.654, -2.987], [-3.819, -4.153, -2.093], [-4.284, -3.336, -1.081], [-5.188, -3.850, -0.163], [-5.608, -5.169, -0.262], [-5.125, -5.976, -1.283], [-4.227, -5.467, -2.210], [-3.938, -2.313, -1.013], [-5.565, -3.219, 0.631], [-6.310, -5.568, 0.457], [-5.447, -7.006, -1.359], [-3.844, -6.078, -3.016], [4.586, -7.552, 7.231], [4.651, -8.495, 8.197], [5.657, -9.438, 8.143], [5.724, -10.403, 9.137], [4.785, -10.417, 10.159], [3.779, -9.461, 10.191], [3.711, -8.487, 9.206], [6.374, -9.414, 7.333], [6.510, -11.145, 9.112], [4.838, -11.173, 10.931], [3.044, -9.473, 10.985], [2.938, -7.730, 9.217], [0.320, 8.980, -0.129], [0.964, 9.542, 0.910], [2.335, 9.407, 1.001], [2.997, 9.990, 2.072], [2.283, 10.689, 3.036], [0.905, 10.809, 2.928], [0.237, 10.237, 1.855], [2.871, 8.851, 0.243], [4.072, 9.898, 2.153], [2.803, 11.139, 3.872], [0.347, 11.350, 3.680], [-0.836, 10.326, 1.748]],
  "forces_ev_per_angstrom": [[-0.1, -0.4, 0.1], [0.4, 0.7, -0.3], [-0.2, -0.3, 0.6], [0.6, -0.4, -0.3], [-0.5, 0.4, 0.4], [0.6, 0.6, -0.1], [-0.5, -1.0, 0.5], [0.3, 0.7, -0.8], [0.3, 0.2, 0.5], [-0.2, -0.2, -0.6], [0.7, 0.2, 0.6], [-1.1, 0.1, -0.2], [-0.1, 0.1, -0.5], [-0.5, 0.1, 0.1], [0.3, -0.5, -0.6], [0.1, 0.1, -0.2], [-0.7, -0.1, 1.9], [-0.1, 0.5, -0.9], [-0.4, 0.1, 0.6], [-0.3, -0.1, 0.0], [-0.2, -0.3, -0.1], [0.9, 0.7, -0.4], [-0.2, 0.0, -0.1], [-0.1, -0.2, 0.0], [-0.4, -0.6, -0.8], [0.7, -0.1, 0.3], [-0.3, -0.1, -0.8], [-0.8, 1.4, 0.6], [0.4, -1.1, -0.4], [-0.2, 0.6, 0.2], [0.2, -0.2, 0.0], [-0.1, 0.3, 0.2], [-0.1, 0.1, -0.1], [0.0, 0.0, -0.2], [0.1, 0.1, 0.0], [0.1, -0.3, 0.2], [-0.2, -0.1, 0.0], [-0.1, 0.0, -0.2], [0.0, 0.3, 0.0], [-0.2, 0.1, -0.1], [-0.1, -0.1, 0.2], [0.0, -0.2, -0.4], [0.0, -0.2, 0.1], [0.0, -0.2, 0.0], [-0.3, 0.0, 0.1], [0.3, 0.1, -0.1], [0.1, 0.1, -0.2], [-0.2, -0.1, 0.1], [-0.1, 0.0, 0.3], [0.0, 0.2, -0.1], [-0.2, -0.2, -0.1], [0.1, 0.2, 0.0], [-0.1, 0.0, 0.3], [-0.2, -0.2, -0.1], [-0.3, 0.1, -0.1], [0.5, 0.1, -0.1], [0.3, -0.2, 0.0], [-0.1, -0.1, -0.1], [0.4, -0.2, -0.2], [0.2, 0.0, -0.2], [0.2, -0.1, -0.1], [0.1, -0.2, 0.2], [0.0, 0.3, 0.2], [0.2, -0.2, 0.2], [0.0, -0.2, 0.2], [0.1, 0.0, 0.1], [0.2, 0.1, 0.3], [-0.1, 0.2, 0.0], [0.0, 0.0, 0.1], [0.2, 0.3, 0.2], [-0.4, 0.0, -0.2], [0.0, 0.0, -0.2], [0.2, 0.0, 0.1], [0.0, -0.1, 0.4], [0.2, 0.3, 0.1], [0.1, -0.1, -0.1], [-0.2, 0.0, 0.0], [-0.1, 0.1, 0.2], [0.1, 0.1, 0.1], [0.0, -0.3, -0.1], [0.3, -0.4, -0.3], [-0.1, 0.2, 0.0], [0.0, 0.2, 0.1], [-0.1, -0.3, 0.0], [0.1, -0.1, 0.1], [-0.1, -0.1, 0.0], [-0.1, 0.2, 0.0], [-0.1, 0.0, -0.1], [0.1, -0.1, -0.2], [0.0, -0.1, 0.0], [0.1, 0.1, 0.2], [0.1, -0.1, -0.1], [-0.1, 0.1, 0.0], [0.0, 0.0, 0.0], [0.1, 0.0, 0.0], [-0.2, 0.0, 0.0], [0.0, 0.0, 0.0], [-0.5, 0.0, -0.2], [0.0, 0.0, 0.0], [0.0, 0.0, 0.0], [0.0, 0.0, 0.0], [0.0, 0.0, 0.0], [-0.2, -0.1, 0.3], [0.1, 0.2, 0.0], [0.0, -0.1, 0.0], [0.0, 0.0, 0.1], [0.0, 0.1, 0.1], [0.1, -0.1, -0.2], [0.0, 0.0, 0.0], [0.0, 0.0, 0.0], [0.0, 0.0, 0.0], [0.0, 0.0, 0.0], [0.0, 0.0, 0.0], [0.4, -0.1, 0.2], [0.0, -0.2, 0.2], [0.2, 0.0, -0.2], [-0.1, 0.0, 0.1], [0.0, -0.1, 0.0], [0.1, -0.1, -0.1], [-0.2, 0.2, 0.0], [0.0, 0.0, 0.0], [0.0, 0.0, 0.0], [0.0, 0.0, 0.0], [0.0, 0.0, 0.0], [0.0, 0.0, 0.0], [0.0, 0.0, -0.1], [0.1, 0.1, 0.2], [0.1, -0.1, -0.1], [-0.1, 0.0, 0.1], [0.0, 0.0, 0.1], [0.1, 0.0, -0.1], [-0.2, 0.0, 0.0], [0.0, 0.0, 0.0], [0.0, 0.0, 0.0], [0.0, 0.0, 0.0], [0.0, 0.0, 0.0], [0.0, 0.0, 0.0]],
  "mulliken_charge": [-1.106, -0.247, -0.208, -1.506, -0.117, -1.109, 0.262, -0.790, -1.454, -0.319, -0.489, -0.798, 0.342, -0.414, -1.280, -0.532, 3.000, -2.518, 0.156, -1.115, -0.520, 0.882, -1.579, -0.449, -0.284, -2.058, -0.274, -0.507, -0.339, -1.140, -0.213, -0.510, 0.405, -0.093, 0.419, 0.688, 0.132, 0.239, 0.328, 0.419, 0.406, -0.099, 0.386, 0.547, 0.383, -0.468, 0.641, 0.496, 0.265, 0.447, 0.487, 0.497, -0.080, 0.664, 0.169, 0.381, 0.342, 0.766, -0.793, 0.533, 0.040, 0.467, 0.825, 1.042, 0.584, -0.177, -0.017, -0.080, 0.733, 0.288, -0.678, 0.230, 0.356, 0.492, 0.677, 0.724, 0.032, 0.036, 0.354, 0.505, 0.113, 0.267, 0.337, 0.220, 0.352, 0.310, 0.292, 0.254, 0.152, -0.354, 0.341, -0.474, -0.237, -0.672, -0.325, -0.482, 0.432, 0.553, 0.442, 0.364, 0.432, -0.288, 0.507, -0.025, -0.656, -0.528, -0.414, -0.505, 0.332, 0.382, 0.397, 0.387, 0.429, -0.311, 0.523, -0.507, -0.370, -0.523, -0.438, -0.171, 0.408, 0.357, 0.372, 0.354, 0.289, -0.313, 0.384, -0.418, -0.365, -0.504, -0.367, -0.378, 0.425, 0.363, 0.370, 0.359, 0.428]
}